Computed, not measured: C45H61BrIN2P3ReSe as an isolated structure at a distorted geometry, with wB97M-V/def2-TZVPD.

ORCA input file:
```
! wB97M-V def2-TZVPD RIJCOSX def2/J DEFGRID3
* xyz 2 2
Re 0.999 0.543 -0.196
C -0.615 2.684 2.029
P 1.031 2.449 1.250
C 2.149 2.594 2.677
C 1.235 3.946 0.243
C 2.015 5.023 0.649
C 2.071 6.173 -0.121
C 1.325 6.259 -1.285
C 0.556 5.184 -1.703
C 0.522 4.008 -0.961
P -0.433 2.523 -1.491
C -0.185 2.540 -3.310
C -2.125 3.256 -1.419
H -0.795 3.748 2.178
H -0.633 2.175 2.991
H -1.395 2.264 1.398
H 1.907 3.516 3.205
H 3.193 2.592 2.376
H 1.971 1.752 3.345
H 2.584 4.970 1.562
H 2.687 7.002 0.191
H 1.348 7.164 -1.869
H -0.022 5.291 -2.609
H -0.226 3.548 -3.715
H -0.983 1.960 -3.769
H 0.768 2.086 -3.577
H -2.101 4.254 -1.859
H -2.479 3.333 -0.392
H -2.817 2.637 -1.991
Br -0.476 -0.751 1.383
C 0.902 -1.164 2.680
C 0.560 -1.719 3.880
C 1.580 -2.047 4.784
C 2.891 -1.842 4.447
C 3.247 -1.272 3.206
C 4.594 -1.058 2.850
C 4.905 -0.499 1.642
C 3.891 -0.068 0.777
C 2.551 -0.253 1.053
C 2.225 -0.893 2.285
H -0.474 -1.906 4.122
H 1.315 -2.463 5.743
H 3.679 -2.105 5.137
H 5.366 -1.345 3.544
H 5.934 -0.367 1.346
H 4.206 0.440 -0.126
Se 3.198 2.542 -2.151
N 2.400 0.975 -1.667
C 2.911 -0.002 -2.448
C 2.620 -1.373 -2.352
C 3.220 -2.239 -3.226
C 4.125 -1.783 -4.207
C 4.450 -0.460 -4.317
C 3.852 0.461 -3.431
N 4.092 1.768 -3.407
H 1.936 -1.729 -1.590
H 3.003 -3.295 -3.164
H 4.574 -2.507 -4.868
H 5.164 -0.100 -5.038
C -4.693 -5.327 -0.602
C -3.467 -5.257 -1.522
C -2.642 -3.992 -1.254
C -3.586 -2.844 -0.908
C -4.205 -3.111 0.471
C -4.392 -4.615 0.712
P -2.704 -1.205 -0.881
C -3.941 0.115 -0.389
C -4.193 0.175 1.117
C -4.796 1.537 1.484
C -5.729 2.043 0.374
C -6.354 0.865 -0.364
C -5.280 0.088 -1.144
C -2.281 -0.713 -2.651
C -0.854 -1.188 -2.952
C -0.479 -0.961 -4.413
C -1.410 -1.730 -5.367
C -2.686 -2.208 -4.673
C -3.259 -1.122 -3.768
H -4.960 -6.366 -0.417
H -5.555 -4.854 -1.078
H -3.791 -5.266 -2.564
H -2.835 -6.132 -1.367
H -2.036 -3.768 -2.131
H -1.966 -4.150 -0.411
H -4.364 -2.792 -1.677
H -5.172 -2.610 0.539
H -3.554 -2.704 1.251
H -5.202 -4.769 1.423
H -3.488 -5.045 1.147
H -3.401 1.032 -0.656
H -3.270 0.005 1.673
H -4.891 -0.610 1.394
H -4.010 2.272 1.666
H -5.352 1.428 2.416
H -5.181 2.654 -0.347
H -6.506 2.672 0.806
H -7.113 1.218 -1.065
H -6.851 0.215 0.357
H -5.145 0.541 -2.130
H -5.630 -0.933 -1.296
H -2.260 0.386 -2.598
H -0.740 -2.248 -2.720
H -0.158 -0.637 -2.292
H 0.557 -1.266 -4.573
H -0.540 0.103 -4.640
H -0.890 -2.588 -5.790
H -1.678 -1.081 -6.200
H -2.486 -3.113 -4.099
H -3.426 -2.469 -5.429
H -4.212 -1.453 -3.357
H -3.472 -0.246 -4.387
I 0.208 -4.600 1.795
C 0.966 -3.468 0.252
H 1.968 -3.105 0.385
H 0.613 -3.724 -0.729
*
```

Properties
Kohn-Sham gap (spin up / spin down) ... 3.539 / 3.396 eV
<S²> ... 0.951
LUMO level (spin up / spin down) ... -8.6 / -8.3 eV
ΔE to the lowest compared entry with this formula, charge and spin ... 3.8537 eV

Results of the Mulliken charge analysis, in e, for atoms 1 through 8: 0.693, -0.899, 1.788, -1.689, 0.066, -0.965, -0.826, -1.129

Computed, not measured: C45H62AsN7O2P3S4Ti as an isolated structure, with wB97M-V/def2-TZVPD.

ORCA input file:
```
! wB97M-V def2-TZVPD RIJCOSX def2/J DEFGRID3
* xyz -2 2
Ti -0.550 -1.699 -1.016
C 3.810 -1.569 -1.927
P 2.040 -1.694 -2.445
C 1.999 -0.252 -3.577
C 2.110 -3.144 -3.575
C 1.969 -2.981 -4.953
C 1.837 -4.074 -5.791
C 1.835 -5.355 -5.261
C 1.980 -5.527 -3.897
C 2.126 -4.439 -3.040
P 2.238 -4.668 -1.218
C 3.341 -6.150 -1.121
C 0.617 -5.448 -0.868
H 4.482 -1.708 -2.776
H 4.016 -2.331 -1.175
H 3.974 -0.578 -1.500
H 2.775 -0.297 -4.344
H 2.158 0.635 -2.959
H 1.012 -0.187 -4.034
H 1.883 -1.991 -5.378
H 1.666 -3.920 -6.849
H 1.655 -6.211 -5.898
H 1.919 -6.528 -3.488
H 2.981 -7.003 -1.700
H 3.413 -6.449 -0.073
H 4.341 -5.881 -1.468
H 0.446 -6.345 -1.465
H -0.186 -4.751 -1.113
H 0.556 -5.686 0.197
S -4.270 -3.466 -2.693
As -2.622 -3.634 -4.007
S -0.915 -2.081 -3.228
S -1.656 -5.514 -4.005
S -2.913 -2.738 -5.911
C 0.970 -3.050 2.737
C -0.069 -2.790 1.684
O 0.411 -2.411 0.511
C -1.447 -2.964 1.950
C -1.933 -3.290 3.243
C -3.283 -3.456 3.491
C -4.211 -3.317 2.458
C -3.771 -3.004 1.174
C -2.424 -2.816 0.911
O -2.036 -2.523 -0.331
H 1.949 -3.014 2.262
H 0.839 -4.029 3.208
H 0.941 -2.299 3.537
H -1.226 -3.407 4.056
H -3.618 -3.704 4.492
H -5.267 -3.469 2.648
H -4.446 -2.934 0.328
N -0.798 0.099 -0.789
P -1.936 1.143 -0.729
N -1.219 2.647 -0.961
C 0.148 2.771 -1.454
C 0.766 4.097 -0.956
C -0.003 4.636 0.247
C -1.458 4.932 -0.141
C -1.954 3.880 -1.150
N -3.149 1.092 -1.847
C -4.403 0.327 -1.679
C -5.015 0.008 -3.037
C -5.127 1.238 -3.934
C -3.783 1.997 -4.021
C -2.707 1.255 -3.244
N -2.718 1.125 0.739
C -3.934 1.871 1.057
C -3.805 2.541 2.420
C -3.692 1.475 3.522
C -2.983 0.219 2.991
C -1.995 0.590 1.900
H 0.167 2.746 -2.554
H 0.710 1.907 -1.112
H 0.742 4.847 -1.753
H 1.819 3.944 -0.704
H 0.480 5.530 0.648
H 0.009 3.885 1.041
H -1.541 5.932 -0.579
H -2.087 4.919 0.754
H -1.795 4.241 -2.178
H -3.023 3.701 -1.055
H -5.110 0.923 -1.095
H -4.217 -0.614 -1.152
H -5.999 -0.435 -2.868
H -4.434 -0.779 -3.519
H -5.912 1.908 -3.564
H -5.436 0.910 -4.928
H -3.885 3.000 -3.593
H -3.467 2.119 -5.060
H -1.770 1.814 -3.248
H -2.485 0.284 -3.696
H -4.801 1.200 1.079
H -4.130 2.606 0.279
H -4.662 3.196 2.596
H -2.914 3.177 2.414
H -4.688 1.212 3.888
H -3.144 1.888 4.374
H -3.700 -0.492 2.573
H -2.465 -0.311 3.791
H -1.419 -0.277 1.584
H -1.280 1.330 2.298
N 5.576 2.837 3.790
C 5.873 3.839 4.686
C 7.063 4.270 5.261
C 6.978 5.331 6.144
C 5.748 5.937 6.442
C 4.570 5.502 5.865
C 4.635 4.436 4.970
N 3.627 3.812 4.256
C 4.221 2.875 3.569
C 3.557 1.944 2.643
C 2.239 2.164 2.260
C 1.647 1.280 1.369
N 2.274 0.226 0.852
C 3.526 0.009 1.238
C 4.207 0.832 2.123
H 6.227 2.233 3.323
H 8.012 3.802 5.034
H 7.880 5.700 6.616
H 5.725 6.765 7.140
H 3.620 5.967 6.090
H 1.701 3.016 2.653
H 0.621 1.411 1.043
H 4.005 -0.874 0.829
H 5.222 0.578 2.405
*
```

Properties
Kohn-Sham gap (spin up / spin down) ... 3.747 / 3.977 eV
<S²> ... 0.779
LUMO level (spin up / spin down) ... 3.0 / 3.0 eV
ΔE to the lowest compared entry with this formula, charge and spin ... 1.6408 eV

Results of the Mulliken charge analysis, in e, for atoms 1 through 8: -0.332, -1.666, 1.021, -1.624, -0.118, -0.635, -0.564, -0.842